Density functional theory data (ωB97M-V with the def2-TZVPD basis set) for C18H28F5ORuS2Si2Te as an isolated structure.

As for the HOMO energy (alpha / beta): -11.25 / -11.79 eV. For the largest force on an atom, the calculation gives 0.38 eV/A. The gap between HOMO and LUMO (alpha / beta) comes out at 7.7118 / 6.0021 eV. As for the relative energy (zero: lowest compared OMol25 entry of this formula, charge and spin): 0.000 eV. The total charge is +1. Its expectation value of S² is 6.03. The spin multiplicity is 5.

Positions of all 58 atoms, in Å:
Ru  -0.058  -1.743  -0.115
C  0.531  -6.391  0.114
C  0.248  -4.939  0.367
S  0.309  -3.894  -0.960
C  -0.080  -4.471  1.634
C  -0.127  -5.371  2.826
S  -0.442  -2.815  1.917
H  1.013  -6.530  -0.850
H  -0.402  -6.959  0.110
H  1.174  -6.806  0.890
H  0.884  -5.529  3.212
H  -0.541  -6.345  2.569
H  -0.722  -4.931  3.623
F  2.862  1.873  -5.300
C  2.105  1.188  -4.459
C  0.753  1.013  -4.725
F  0.227  1.536  -5.823
C  -0.041  0.302  -3.846
F  -1.334  0.148  -4.099
C  0.498  -0.251  -2.681
O  -0.267  -0.919  -1.829
C  1.860  -0.065  -2.443
F  2.386  -0.602  -1.328
C  2.663  0.645  -3.312
F  3.955  0.807  -3.052
C  -2.737  1.573  -0.662
Si  -3.055  0.543  0.866
C  -4.602  1.090  1.753
C  -3.239  -1.256  0.364
C  -1.643  0.755  2.124
Te  0.344  0.345  1.471
C  0.601  2.070  0.249
Si  2.056  3.159  0.818
C  3.612  2.129  0.737
C  2.117  4.597  -0.369
C  1.704  3.729  2.562
H  -3.573  1.458  -1.355
H  -1.834  1.256  -1.191
H  -2.649  2.637  -0.435
H  -5.471  1.013  1.096
H  -4.530  2.128  2.084
H  -4.796  0.473  2.633
H  -4.142  -1.345  -0.248
H  -3.349  -1.927  1.217
H  -2.435  -1.652  -0.272
H  -1.791  0.112  2.995
H  -1.597  1.782  2.496
H  -0.354  2.594  0.297
H  0.736  1.737  -0.783
H  3.861  1.859  -0.291
H  3.531  1.206  1.316
H  4.459  2.687  1.142
H  2.261  4.264  -1.399
H  2.945  5.265  -0.121
H  1.198  5.185  -0.331
H  1.609  2.898  3.264
H  0.787  4.321  2.610
H  2.518  4.361  2.922

Atom charges from the Mulliken analysis, given in e for atoms 1 to 6: 0.60, -1.55, 0.77, -0.40, 0.75, -1.57



Density functional theory data (ωB97M-V with the def2-TZVPD basis set) for a 11-piece molecular cluster, C20H34Cl21IO6S overall at a distorted geometry.

As for the HOMO energy: -10.18 eV. Its SMILES is CCCC[C@]1(CC(=O)I)OS(=O)(=O)O[C@H]1CC(=O)Cl.ClCCl.ClCCl.ClCCl.ClCCl.ClCCl.ClCCl.ClCCl.ClCCl.ClCCl.ClCCl. For the largest force on an atom, the calculation gives 1.82 eV/A. The gap between HOMO and LUMO comes out at 10.1801 eV. As for the relative energy (zero: lowest compared OMol25 entry of this formula, charge and spin): 0.672 eV. The total charge is 0.

Positions of all 83 atoms, in Å:
C  -2.015  -0.946  -4.507
C  -1.031  -2.111  -4.383
C  0.376  -1.708  -3.920
C  0.625  -1.695  -2.407
C  -0.034  -0.570  -1.575
C  -1.408  -0.805  -0.962
C  -1.919  -2.224  -1.023
O  -2.815  -2.624  -1.708
I  -0.899  -3.580  0.338
O  -0.155  0.595  -2.452
S  1.226  1.358  -2.591
O  1.952  1.037  -3.768
O  1.043  2.748  -2.393
O  1.963  0.648  -1.341
C  1.025  -0.073  -0.569
C  0.520  0.824  0.606
C  1.249  2.135  0.781
O  2.401  2.266  1.091
Cl  0.214  3.580  0.557
H  -2.584  -0.784  -3.600
H  -2.716  -1.084  -5.321
H  -1.453  -0.049  -4.739
H  -1.406  -2.935  -3.785
H  -0.903  -2.508  -5.386
H  0.654  -0.786  -4.410
H  1.045  -2.471  -4.307
H  0.369  -2.682  -2.042
H  1.698  -1.609  -2.279
H  -2.134  -0.178  -1.463
H  -1.453  -0.520  0.081
H  1.370  -0.986  -0.095
H  0.660  0.278  1.531
H  -0.534  1.048  0.539
Cl  2.161  -5.471  -2.327
C  2.387  -6.481  -0.889
Cl  1.854  -5.661  0.576
H  1.807  -7.389  -1.010
H  3.439  -6.717  -0.792
Cl  -1.132  6.407  0.283
C  0.348  7.362  0.155
Cl  0.777  8.121  1.692
H  1.156  6.706  -0.147
H  0.196  8.140  -0.583
Cl  2.030  -3.597  3.306
C  3.628  -3.888  4.003
Cl  4.921  -3.409  2.899
H  3.718  -3.311  4.915
H  3.724  -4.946  4.214
Cl  0.043  -6.781  3.469
C  -0.831  -7.972  2.493
Cl  0.032  -8.352  0.995
H  -0.939  -8.882  3.065
H  -1.805  -7.568  2.241
Cl  0.858  13.019  1.579
C  1.945  11.944  0.695
Cl  1.096  11.072  -0.592
H  2.734  12.535  0.245
H  2.362  11.220  1.385
Cl  1.960  15.325  -2.886
C  0.429  14.453  -2.717
Cl  -0.914  15.555  -2.395
H  0.230  13.922  -3.639
H  0.510  13.755  -1.893
Cl  -3.259  -7.181  -0.464
C  -4.402  -5.929  -0.968
Cl  -5.408  -6.463  -2.319
H  -5.045  -5.690  -0.130
H  -3.842  -5.053  -1.276
Cl  -1.508  -11.177  2.704
C  -2.010  -11.915  4.227
Cl  -2.745  -10.718  5.302
H  -2.736  -12.691  4.015
H  -1.142  -12.338  4.717
Cl  4.659  14.613  2.302
C  5.771  14.229  0.985
Cl  5.029  13.144  -0.198
H  6.050  15.148  0.483
H  6.647  13.743  1.397
Cl  -5.342  -8.339  3.796
C  -5.930  -9.027  5.314
Cl  -6.695  -7.807  6.338
H  -6.659  -9.795  5.085
H  -5.093  -9.453  5.850

Atom charges from the Mulliken analysis, given in e for atoms 1 to 6: -1.07, -0.66, -0.90, -0.90, 1.55, -1.17



Density functional theory data (ωB97M-V with the def2-TZVPD basis set) for an isolated molecule of C4H11N3O at a distorted geometry.

As for the HOMO energy: -8.81 eV. Its SMILES is CNCC(=O)NCN. For the largest force on an atom, the calculation gives 1.56 eV/A. The gap between HOMO and LUMO comes out at 9.4576 eV. As for the relative energy (zero: lowest compared OMol25 entry of this formula, charge and spin): 1.488 eV. The total charge is 0.

Positions of all 19 atoms, in Å:
C  0.720  2.005  -2.455
N  0.528  0.840  -1.578
C  -0.411  1.037  -0.466
C  0.214  0.532  0.842
O  0.671  1.359  1.610
N  0.048  -0.776  1.175
C  -0.468  -1.807  0.291
N  -1.097  -2.838  1.122
H  1.753  2.097  -2.774
H  0.046  2.027  -3.314
H  0.558  2.892  -1.856
H  0.233  0.081  -2.179
H  -0.553  2.092  -0.336
H  -1.389  0.590  -0.635
H  0.030  -1.073  2.140
H  0.351  -2.281  -0.243
H  -1.167  -1.381  -0.430
H  -1.315  -3.614  0.502
H  -1.998  -2.489  1.433

Atom charges from the Mulliken analysis, given in e for atoms 1 to 6: -0.89, -0.36, -0.55, 0.32, -0.64, -0.18



Density functional theory data (ωB97M-V with the def2-TZVPD basis set) for an isolated molecule of C17H17NO5S.

As for the HOMO energy: -8.67 eV. Its SMILES is COc1ccccc1S(=O)(=O)C[C@H](O)COc1ccc(C#N)cc1. For the largest force on an atom, the calculation gives 0.88 eV/A. The gap between HOMO and LUMO comes out at 9.0648 eV. As for the relative energy (zero: lowest compared OMol25 entry of this formula, charge and spin): 2.627 eV. The total charge is 0.

Positions of all 41 atoms, in Å:
C  3.094  -4.597  -1.179
O  2.126  -3.585  -0.993
C  1.570  -3.433  0.232
C  1.989  -4.074  1.395
C  1.359  -3.806  2.599
C  0.310  -2.907  2.672
C  -0.119  -2.274  1.517
C  0.505  -2.537  0.316
S  -0.115  -1.777  -1.186
O  -1.156  -0.849  -0.787
O  -0.493  -2.794  -2.123
C  1.269  -0.810  -1.905
C  1.247  0.623  -1.368
O  1.004  0.640  0.012
C  0.224  1.464  -2.164
O  0.202  2.804  -1.727
C  -0.561  3.180  -0.668
C  -0.332  4.487  -0.221
C  -1.055  5.012  0.823
C  -2.035  4.238  1.449
C  -2.780  4.765  2.525
N  -3.387  5.193  3.399
C  -2.271  2.939  1.000
C  -1.545  2.411  -0.048
H  4.008  -4.384  -0.616
H  2.705  -5.578  -0.894
H  3.316  -4.593  -2.245
H  2.805  -4.780  1.369
H  1.698  -4.312  3.490
H  -0.173  -2.704  3.614
H  -0.947  -1.582  1.526
H  2.169  -1.339  -1.609
H  1.152  -0.859  -2.983
H  2.236  1.083  -1.487
H  0.099  0.319  0.149
H  0.543  1.512  -3.209
H  -0.763  0.997  -2.113
H  0.429  5.068  -0.718
H  -0.869  6.020  1.166
H  -3.033  2.341  1.479
H  -1.762  1.403  -0.365

Atom charges from the Mulliken analysis, given in e for atoms 1 to 6: -1.01, -0.36, 0.87, -0.52, -0.60, -0.87



Density functional theory data (ωB97M-V with the def2-TZVPD basis set) for an isolated molecule of C2H7N5O at a distorted geometry.

As for the HOMO energy (alpha / beta): -7.81 / -7.81 eV. Its SMILES is N/N=C(N)\C(N)=N/O. For the largest force on an atom, the calculation gives 5.41 eV/A. The gap between HOMO and LUMO (alpha / beta) comes out at 8.0056 / 8.0049 eV. As for the relative energy (zero: lowest compared OMol25 entry of this formula, charge and spin): 3.683 eV. The total charge is 0.

Positions of all 15 atoms, in Å:
N  -1.997  -0.896  -0.154
N  -0.847  -1.122  0.487
C  0.305  -0.551  0.171
N  1.423  -1.363  0.283
C  0.509  0.925  -0.065
N  1.811  1.370  -0.244
N  -0.370  1.843  0.304
O  -1.724  1.645  0.058
H  -2.125  -1.427  -1.021
H  -2.780  -1.093  0.480
H  1.150  -2.339  0.246
H  2.138  -1.127  -0.398
H  1.833  2.384  -0.180
H  2.452  0.969  0.434
H  -1.777  0.781  -0.401

Atom charges from the Mulliken analysis, given in e for atoms 1 to 6: -0.40, -0.60, 0.48, -0.55, 0.23, -0.55



Density functional theory data (ωB97M-V with the def2-TZVPD basis set) for a 7-piece molecular cluster, C25H46Cl12N overall at a distorted geometry.

As for the HOMO energy: -12.16 eV. For the largest force on an atom, the calculation gives 1.43 eV/A. The gap between HOMO and LUMO comes out at 8.8703 eV. The total charge is +1.

Positions of all 84 atoms, in Å:
C  -3.863  3.237  0.641
C  -3.876  2.292  1.888
C  -2.522  2.309  2.664
C  -1.588  1.093  2.300
C  -0.233  1.526  1.703
C  -0.318  1.995  0.266
N  -1.326  1.596  -0.496
C  -1.457  1.934  -1.791
C  -0.551  2.751  -2.377
C  0.531  3.195  -1.606
C  0.676  2.822  -0.282
C  1.849  3.238  0.583
C  2.755  4.291  -0.080
C  2.030  5.651  -0.381
H  -4.334  2.744  -0.222
H  -4.427  4.159  0.809
H  -2.814  3.478  0.426
H  -4.174  1.272  1.606
H  -4.625  2.662  2.601
H  -2.765  2.204  3.727
H  -2.015  3.267  2.488
H  -2.161  0.395  1.671
H  -1.367  0.576  3.241
H  0.117  2.367  2.314
H  0.522  0.730  1.774
H  -2.042  0.988  -0.108
H  -2.288  1.556  -2.382
H  -0.683  3.028  -3.419
H  1.262  3.844  -2.084
H  1.563  3.526  1.600
H  2.470  2.329  0.695
H  3.293  3.889  -0.952
H  3.536  4.517  0.663
H  1.029  5.602  0.067
H  1.979  5.786  -1.467
H  2.613  6.464  0.061
Cl  -3.437  -2.316  3.707
C  -2.286  -3.273  4.690
C  -1.116  -2.442  5.147
Cl  -0.057  -1.984  3.781
H  -1.971  -4.130  4.102
H  -2.837  -3.639  5.553
H  -0.505  -3.010  5.844
H  -1.441  -1.530  5.643
Cl  1.932  -1.688  -3.872
C  0.755  -2.670  -2.968
C  0.095  -1.888  -1.864
Cl  1.230  -1.483  -0.547
H  1.271  -3.546  -2.584
H  0.001  -3.002  -3.681
H  -0.706  -2.480  -1.420
H  -0.329  -0.959  -2.238
Cl  -0.032  -8.092  2.557
C  0.318  -6.369  2.277
C  0.879  -5.693  3.503
Cl  -0.336  -5.551  4.802
H  -0.600  -5.891  1.943
H  1.046  -6.320  1.468
H  1.196  -4.681  3.255
H  1.736  -6.231  3.902
Cl  3.479  1.765  -2.189
C  5.086  0.985  -2.323
C  5.618  0.992  -3.734
Cl  4.704  -0.078  -4.828
H  5.001  -0.026  -1.930
H  5.758  1.548  -1.678
H  6.647  0.634  -3.739
H  5.602  1.993  -4.155
Cl  1.532  4.751  -7.456
C  3.092  3.992  -7.867
C  3.498  2.951  -6.855
Cl  3.914  3.675  -5.277
H  3.838  4.779  -7.952
H  2.971  3.526  -8.844
H  4.384  2.421  -7.203
H  2.708  2.222  -6.691
Cl  -3.426  -5.884  1.542
C  -4.727  -6.781  2.371
C  -5.356  -5.969  3.475
Cl  -4.236  -5.718  4.836
H  -4.309  -7.712  2.747
H  -5.477  -7.022  1.619
H  -6.225  -6.493  3.872
H  -5.678  -4.993  3.119

Atom charges from the Mulliken analysis, given in e for atoms 1 to 6: -0.86, -0.52, -0.83, -0.80, -0.99, -0.17



Question: What is the total charge in the sixth record?
Answer: +1



Question: What is the formula in the fifth record?
Answer: C2H7N5O